Entry 1
This record from the OMol25 dataset describes one molecule with the formula C3H9N3O2. The level of theory is ωB97M-V/def2-TZVPD.

Last column: Mulliken charge in e.
CARTESIAN COORDINATES (ANGSTROEM)
C (-1.217, 1.265, -0.594)  -0.85
N (-0.475, 0.523, 0.403)  -0.55
C (0.611, -0.325, -0.011)  0.91
N (0.288, -1.091, -1.163)  -0.56
N (1.048, -1.174, 1.335)  -0.71
C (1.947, 0.324, -0.168)  0.27
O (2.813, -0.199, -0.799)  -0.56
O (1.909, 1.444, 0.588)  -0.52
H (-0.583, 2.125, -1.147)  0.20
H (-1.611, 0.534, -1.247)  0.36
H (-1.900, 1.827, 0.089)  0.34
H (-1.180, 0.069, 0.958)  0.24
H (-0.548, -1.658, -1.089)  0.22
H (0.913, -1.742, -1.582)  0.22
H (1.012, -0.521, 2.106)  0.28
H (1.932, -1.592, 1.161)  0.28
H (1.064, 1.584, 0.949)  0.43

The SMILES is CNC(N)(N)C(=O)O. The HOMO-LUMO gap is 0.376 Ha. The LUMO energy is 0.772 eV. For the HOMO energy, the calculation gives -9.47 eV.

---

Entry 2
This record from the OMol25 dataset describes C3H9N3O2 as an isolated structure. The level of theory is ωB97M-V/def2-TZVPD.

Last column: Mulliken charge in e.
CARTESIAN COORDINATES (ANGSTROEM)
C (0.253, -0.603, -1.762)  -1.00
C (-0.239, 0.608, -1.055)  0.67
N (-1.953, -1.260, -0.050)  -0.50
O (-1.651, 0.149, -0.061)  -0.37
O (-0.252, 1.752, -1.349)  -0.49
H (-1.387, -1.648, 0.709)  0.25
H (-2.927, -1.290, 0.240)  0.28
H (-0.508, -0.904, -2.484)  0.34
H (0.447, -1.420, -1.075)  0.32
H (1.169, -0.326, -2.286)  0.34
N (1.246, 1.605, 1.332)  -0.40
C (0.659, 0.419, 1.024)  0.12
N (1.004, -0.768, 1.364)  -0.59
H (2.023, 1.667, 1.977)  0.20
H (0.952, 2.425, 0.824)  0.20
H (1.834, -0.787, 1.969)  0.18
H (-0.671, 0.380, 0.684)  0.44

The HOMO-LUMO gap is 0.338 Ha. The LUMO energy is 0.637 eV. For the HOMO energy, the calculation gives -8.56 eV.

---

Entry 3
This record from the OMol25 dataset describes C3H9N3O2 as an isolated structure. The level of theory is ωB97M-V/def2-TZVPD.

Last column: Mulliken charge in e.
CARTESIAN COORDINATES (ANGSTROEM)
C (0.727, -0.523, -1.325)  -1.56
C (0.388, 0.970, 1.010)  -0.68
C (0.038, -0.635, -0.004)  0.59
N (0.237, 2.101, 0.232)  -0.56
N (0.212, -1.698, 0.844)  -0.49
N (-1.443, -0.249, -0.147)  0.91
O (-1.767, 0.711, -0.897)  -0.65
O (-2.256, -0.793, 0.626)  -0.64
H (0.485, -1.315, -1.988)  0.44
H (0.618, 0.357, -1.808)  0.44
H (1.812, -0.779, -1.094)  0.34
H (1.386, 0.737, 1.387)  0.38
H (-0.420, 0.806, 1.685)  0.45
H (0.793, 2.388, -0.564)  0.27
H (-0.770, 2.221, -0.214)  0.32
H (0.423, -2.642, 0.582)  0.21
H (-0.463, -1.657, 1.675)  0.24

The HOMO-LUMO gap is 0.320 Ha. The LUMO energy is 0.451 eV. For the HOMO energy, the calculation gives -8.25 eV.

---

How do the structures above rank in stability at the extremes? entry 1 comes first and entry 2 comes last.